*a*
C3H7NOSi | the ωB97M-V functional and the def2-TZVPD basis

The LUMO energy (spin up / spin down) is -0.5 / -1.3 eV. Its frontier orbital gap (spin up / spin down) is 8.89 / 6.12 eV.

Each line ends with the Mulliken charge.
Cartesian coordinates (Å):
C -0.756 1.624 -2.963  -0.721
C -0.561 1.395 -1.670  0.161
C -0.667 0.062 -0.975  -0.105
N -0.095 -0.089 0.135  -0.025
O 0.037 -1.120 0.869  -0.368
Si 1.236 -1.534 3.512  0.293
H -0.749 2.651 -3.390  0.236
H -1.106 0.838 -3.726  0.204
H -0.320 2.384 -1.145  0.209
H -0.875 -0.655 -1.754  0.309
H 0.036 -2.590 3.639  -0.052
H 1.457 -0.771 4.670  -0.081
H 2.362 -2.195 2.798  -0.058


*b*
C3H7NOSi | the ωB97M-V functional and the def2-TZVPD basis

The LUMO energy is 0.7 eV. As for the SMILES: C[SiH](C)OC#N. Its frontier orbital gap is 11.56 eV.

Each line ends with the Mulliken charge.
Cartesian coordinates (Å):
C 0.522 -1.526 0.184  -1.026
Si -0.011 0.194 -0.560  0.436
C 1.294 1.501 0.209  -1.001
O -1.409 0.784 0.103  -0.265
C -2.555 0.151 0.075  0.498
N -3.618 -0.262 -0.039  -0.434
H -0.181 -2.396 0.055  0.339
H 1.412 -1.841 -0.306  0.329
H 0.578 -1.401 1.320  0.275
H -0.318 0.033 -2.089  -0.107
H 2.171 0.948 0.215  0.348
H 1.150 2.309 -0.439  0.319
H 0.964 1.507 1.271  0.290


So which one wins? Going from most stable to least: *b*, *a*.


*a*
C12H17N | the ωB97M-V functional and the def2-TZVPD basis

The LUMO energy (spin up / spin down) is -3.7 / -7.4 eV. The total charge is +1. As for the spin multiplicity: 2. Its frontier orbital gap (spin up / spin down) is 9.43 / 5.73 eV.

Each line ends with the Mulliken charge.
Cartesian coordinates (Å):
C -2.193 -2.618 2.535  -1.288
C -0.775 0.771 1.667  -0.001
C -0.778 -0.635 1.437  0.551
C -1.821 -1.148 2.266  0.904
C -2.517 -0.109 2.786  -0.732
C 1.257 0.837 0.335  -0.261
C 0.280 1.547 1.087  -0.615
C 1.209 -0.546 0.168  -0.856
C 0.236 -1.261 0.811  -0.220
N -1.992 1.139 2.346  -0.091
H 2.037 1.427 -0.089  0.481
H 0.263 2.667 1.173  0.327
H 2.016 -1.046 -0.353  0.473
H 0.088 -2.326 0.857  0.345
H -2.032 2.023 2.747  0.287
H -3.240 -0.151 3.457  0.577
H -1.689 -2.998 3.415  0.347
H -1.856 -3.300 1.711  0.368
H -3.260 -2.819 2.685  0.387
C 1.541 0.652 -3.911  0.389
C 2.411 -0.512 -4.166  -1.035
C 1.997 1.902 -4.636  -1.270
H 0.495 0.431 -4.209  0.283
H 1.442 0.887 -2.859  -0.173
H 3.414 -0.345 -4.614  0.338
H 2.815 2.412 -4.085  0.296
H 2.415 1.645 -5.593  0.365
H 2.076 -1.221 -4.942  0.319
H 2.672 -1.205 -3.238  0.174
H 1.201 2.666 -4.767  0.331


*b*
C12H17N | the ωB97M-V functional and the def2-TZVPD basis

The LUMO energy (spin up / spin down) is -3.9 / -7.2 eV. The total charge is +1. As for the spin multiplicity: 2. Its frontier orbital gap (spin up / spin down) is 9.16 / 5.85 eV.

Each line ends with the Mulliken charge.
Cartesian coordinates (Å):
C -2.911 -0.706 2.000  -0.196
C -1.943 0.462 2.155  -0.936
C -2.823 -1.599 0.811  -0.872
H -2.973 -1.099 2.998  0.411
H -3.870 -0.115 1.822  0.191
H -2.454 1.472 2.493  0.309
H -2.353 -1.126 -0.038  0.084
H -2.130 -2.472 0.781  0.302
H -1.566 0.666 1.219  0.309
H -1.141 0.166 2.845  0.120
H -3.884 -1.805 0.543  0.346
C 3.197 2.393 -1.143  -1.222
C 1.044 -0.409 -0.139  -0.730
C 1.577 0.508 -1.123  1.292
C 2.610 1.216 -0.477  0.616
C 2.694 0.775 0.836  -0.511
C -0.050 -1.268 -0.430  -0.564
C -0.473 -1.347 -1.716  -0.201
C 0.050 -0.508 -2.728  -0.597
C 1.130 0.432 -2.444  -0.612
N 1.700 -0.189 1.083  -0.034
H -0.249 -2.023 0.322  0.650
H -1.255 -2.130 -1.898  0.400
H 1.392 -0.457 2.024  0.313
H -0.344 -0.521 -3.788  0.366
H 3.202 1.356 1.580  0.431
H 1.774 0.672 -3.295  0.325
H 2.742 2.316 -2.202  0.262
H 4.255 2.174 -1.546  0.341
H 3.054 3.164 -0.544  0.408


So which one wins? Going from most stable to least: *a*, *b*.


*a*
C15H23ClN4O4S | the ωB97M-V functional and the def2-TZVPD basis

The LUMO energy is 0.4 eV. As for the SMILES: CO[C@@]1(C(=O)NC[C@H](CO)NC(=O)Cc2cc(Cl)n(C)n2)CCSC1. Its frontier orbital gap is 9.13 eV.

Each line ends with the Mulliken charge.
Cartesian coordinates (Å):
C -0.826 -1.614 -1.381  -0.782
O -0.545 -1.741 0.008  0.024
C 0.772 -2.200 0.331  1.089
C 1.786 -1.221 -0.293  -0.140
O 2.598 -1.549 -1.136  -0.689
N 1.649 0.050 0.164  0.007
C 2.367 1.180 -0.396  -1.371
C 1.573 1.912 -1.489  0.419
C 2.243 3.244 -1.823  -0.905
O 3.634 2.996 -2.000  -0.509
N 0.215 2.117 -1.007  0.261
C -0.773 2.730 -1.698  0.583
O -0.607 3.268 -2.778  -0.665
C -2.148 2.729 -1.028  -0.713
C -2.305 1.823 0.150  0.745
C -1.734 1.933 1.436  -0.636
C -2.140 0.784 2.075  -0.090
Cl -1.810 0.223 3.654  -0.185
N -2.902 0.079 1.220  0.820
C -3.497 -1.227 1.421  -0.908
N -3.007 0.702 0.037  -0.957
C 0.844 -2.213 1.875  -0.457
C 0.807 -3.660 2.392  -0.718
S 0.140 -4.677 1.051  -0.219
C 1.016 -3.633 -0.137  -0.811
H -1.867 -1.311 -1.464  0.401
H -0.205 -0.844 -1.849  0.143
H -0.687 -2.552 -1.920  0.284
H 0.964 0.205 0.885  0.280
H 2.617 1.875 0.408  0.349
H 3.300 0.819 -0.819  0.479
H 1.551 1.291 -2.390  0.233
H 1.796 3.661 -2.724  0.450
H 2.068 3.946 -0.997  0.350
H 4.034 3.773 -2.400  0.336
H -0.064 1.621 -0.178  -0.266
H -2.359 3.767 -0.762  0.289
H -2.865 2.446 -1.797  0.331
H -1.132 2.729 1.841  0.423
H -3.940 -1.282 2.413  0.404
H -4.272 -1.347 0.669  0.287
H -2.745 -2.008 1.305  0.259
H 1.749 -1.718 2.232  0.363
H -0.011 -1.650 2.252  -0.231
H 1.809 -4.012 2.639  0.381
H 0.180 -3.768 3.275  0.437
H 0.648 -3.822 -1.142  0.431
H 2.082 -3.855 -0.125  0.391


*b*
C15H23ClN4O4S | the ωB97M-V functional and the def2-TZVPD basis

The LUMO energy is 0.5 eV. As for the SMILES: CO[C@@]1(C(=O)NC[C@H](CO)NC(=O)Cc2cc(Cl)n(C)n2)CCSC1. Its frontier orbital gap is 9.12 eV.

Each line ends with the Mulliken charge.
Cartesian coordinates (Å):
C -0.227 2.143 -0.675  -1.025
O -0.956 1.423 0.306  0.140
C -2.169 0.834 -0.158  1.031
C -1.860 -0.376 -1.061  -0.061
O -2.588 -0.705 -1.979  -0.705
N -0.740 -1.038 -0.697  0.126
C -0.194 -2.154 -1.438  -1.448
C 1.060 -1.739 -2.213  0.161
C 1.667 -2.901 -2.985  -0.981
O 0.805 -3.125 -4.095  -0.522
N 2.017 -1.077 -1.331  -0.048
C 2.712 -1.723 -0.361  0.576
O 2.730 -2.935 -0.248  -0.620
C 3.408 -0.802 0.631  -1.142
C 2.386 -0.148 1.510  0.717
C 1.457 -0.771 2.366  -0.736
C 0.760 0.284 2.902  0.110
Cl -0.516 0.302 4.038  -0.163
N 1.253 1.425 2.391  0.794
C 0.791 2.778 2.620  -0.964
N 2.248 1.171 1.521  -0.894
C -2.920 0.396 1.096  -0.966
C -3.364 1.672 1.803  -0.597
S -3.759 2.878 0.488  -0.214
C -3.099 1.826 -0.842  -0.841
H 0.785 2.262 -0.293  0.355
H -0.188 1.600 -1.626  0.413
H -0.664 3.130 -0.848  0.178
H -0.204 -0.650 0.066  0.002
H 0.062 -2.960 -0.748  0.325
H -0.953 -2.508 -2.132  0.607
H 0.766 -0.993 -2.956  0.478
H 2.674 -2.627 -3.314  0.354
H 1.742 -3.784 -2.350  0.392
H 0.983 -3.998 -4.456  0.334
H 1.996 -0.071 -1.291  0.299
H 4.094 -1.415 1.213  0.344
H 3.973 -0.025 0.116  0.379
H 1.329 -1.819 2.576  0.472
H 0.748 2.983 3.687  0.405
H 1.510 3.442 2.150  0.307
H -0.194 2.919 2.175  0.251
H -3.782 -0.198 0.788  0.454
H -2.283 -0.219 1.733  0.259
H -4.243 1.507 2.422  0.516
H -2.565 2.069 2.426  0.168
H -2.595 2.440 -1.584  0.480
H -3.890 1.275 -1.343  0.501


So which one wins? Going from most stable to least: *b*, *a*.